--- one ---
Computed, not measured: a structure of composition C4H6S, with ωB97M-V with the def2-TZVPD basis set.

```
11
Properties=species:S:1:pos:R:3:mulliken_charge:R:1
S 1.61 1.77 0.26 -0.177
C -0.01 0.00 -0.18 0.088
C -0.95 -1.12 -0.39 -0.932
C 0.23 0.93 1.09 -0.557
C 1.06 0.44 -0.84 -0.339
H 0.51 0.21 1.80 0.330
H -1.87 -0.73 -0.68 0.270
H -0.88 -1.53 0.62 0.250
H -0.56 -1.80 -1.12 0.322
H 1.38 0.14 -1.83 0.391
H -0.52 1.68 1.27 0.355
```

E_HOMO in eV: -8.16
LUMO in eV: 0.98

=====

--- two ---
Computed, not measured: a structure of composition C4H6S, with ωB97M-V with the def2-TZVPD basis set.

```
11
Properties=species:S:1:pos:R:3:mulliken_charge:R:1
S -0.18 -1.55 -0.94 -0.146
C 0.31 -0.18 0.01 0.645
C 1.70 0.46 -0.08 -1.131
C -1.76 -1.41 -0.07 -0.727
C -0.77 0.00 0.82 -0.697
H -1.13 0.42 1.76 0.329
H 1.67 1.12 -0.94 0.276
H -2.47 -0.82 -0.47 0.408
H 2.14 0.87 0.76 0.361
H -1.90 -2.02 0.75 0.360
H 2.33 -0.36 -0.40 0.322
```

E_HOMO in eV: -8.16
LUMO in eV: 0.90

=====

--- three ---
Computed, not measured: the molecule C4H6S, with ωB97M-V with the def2-TZVPD basis set.

```
11
Properties=species:S:1:pos:R:3:mulliken_charge:R:1
S -0.04 0.35 -1.59 -0.202
C 0.73 -0.07 0.86 -0.426
C 1.12 0.74 -0.33 -0.429
C -1.23 -0.46 -0.59 -0.513
C -0.47 -0.64 0.78 -0.293
H 2.10 0.49 -0.78 0.266
H 1.16 1.80 -0.22 0.315
H -0.97 -1.11 1.61 0.363
H -2.13 0.16 -0.54 0.289
H -1.52 -1.43 -0.99 0.308
H 1.24 0.17 1.80 0.322
```

E_HOMO in eV: -8.26
LUMO in eV: 1.07

=====

Quick one: least stable of them? two